No. 1
The following is a DFT calculation (ωB97M-V/def2-TZVPD) of one molecule with the formula C20H32O3.

The value obtained for the orbital gap is 9.298 eV. The calculation puts the HOMO energy at -8.62 eV. As for the total energy: -27401.718 eV. As for the LUMO energy: 0.0248 hartree. The energy above the lowest of the compared OMol25 structures with the same formula, charge and spin comes out at 0.0 kJ/mol. The SMILES is C[C@]1(CO)CCC[C@]2(C)[C@@H](CCc3ccoc3)[C@H](CO)CC[C@@H]12. Its spin multiplicity is 1.

Last column: Mulliken charge in e.
Element x y z (Å)
C  -0.04  2.02  3.42  -2.33
C  0.83  1.05  2.61  1.73
C  1.38  0.00  3.60  -0.92
O  1.98  0.57  4.74  -0.58
C  1.97  1.88  1.99  -1.35
C  2.80  1.09  0.99  -0.76
C  1.91  0.56  -0.14  -1.61
C  0.77  -0.34  0.36  2.22
C  1.35  -1.69  0.83  -2.01
C  -0.23  -0.57  -0.81  0.16
C  0.43  -1.15  -2.08  -1.74
C  0.66  -0.10  -3.18  -0.93
C  -0.61  0.51  -3.67  0.76
C  -1.60  -0.12  -4.47  -0.74
C  -2.58  0.80  -4.65  -0.36
O  -2.28  1.95  -4.02  -0.37
C  -1.08  1.76  -3.43  -0.71
C  -1.42  -1.43  -0.34  0.61
C  -2.43  -1.74  -1.46  -1.00
O  -2.12  -2.88  -2.22  -0.53
C  -2.15  -0.70  0.79  -1.49
C  -1.21  -0.38  1.95  -0.95
C  -0.01  0.44  1.46  -0.66
H  0.58  2.61  4.09  0.43
H  -0.76  1.49  4.04  0.49
H  -0.58  2.71  2.76  0.43
H  0.56  -0.60  3.99  0.40
H  2.09  -0.67  3.11  0.25
H  2.73  1.10  4.46  0.38
H  1.52  2.73  1.48  0.46
H  2.61  2.28  2.77  0.49
H  3.32  0.27  1.48  0.31
H  3.56  1.74  0.56  0.45
H  2.53  0.02  -0.85  0.41
H  1.47  1.42  -0.65  0.33
H  0.79  -2.11  1.66  0.36
H  2.38  -1.59  1.15  0.53
H  1.33  -2.41  0.02  0.40
H  -0.64  0.40  -1.08  0.65
H  1.39  -1.61  -1.85  0.49
H  -0.21  -1.92  -2.50  0.78
H  1.16  -0.60  -4.02  0.51
H  1.32  0.69  -2.83  0.31
H  -1.57  -1.12  -4.85  0.46
H  -3.51  0.76  -5.18  0.45
H  -0.68  2.59  -2.88  0.49
H  -1.05  -2.39  0.05  0.16
H  -3.43  -1.87  -1.01  0.42
H  -2.48  -0.92  -2.17  0.09
H  -2.09  -3.65  -1.63  0.39
H  -2.57  0.23  0.39  0.39
H  -2.98  -1.31  1.16  0.43
H  -1.77  0.19  2.69  0.43
H  -0.89  -1.31  2.42  0.29
H  -0.43  1.31  0.94  0.72



No. 2
The following is a DFT calculation (ωB97M-V/def2-TZVPD) of a 2-piece molecular cluster, C4H9NS3 overall in a non-equilibrium geometry.

The value obtained for the orbital gap is 7.809 eV. The calculation puts the HOMO energy at -8.80 eV. As for the total energy: -38283.677 eV. As for the LUMO energy: -0.0363 hartree. The energy above the lowest of the compared OMol25 structures with the same formula, charge and spin comes out at 566.6 kJ/mol. Its spin multiplicity is 1.

Last column: Mulliken charge in e.
Element x y z (Å)
C  -1.01  -0.11  -1.22  -0.36
C  -1.15  0.01  0.38  -0.62
C  0.01  -0.37  1.12  -1.09
C  2.19  -0.40  0.08  -0.12
H  -1.97  0.36  -3.32  0.17
H  -0.51  0.81  -1.76  0.38
H  -0.35  -1.11  -1.39  0.21
H  -1.72  -0.78  0.96  0.37
H  -1.69  1.05  0.75  0.33
H  -0.29  -0.06  2.21  0.21
H  -0.03  -1.39  0.86  0.54
H  2.16  1.77  2.05  0.17
H  2.90  0.22  -0.49  0.32
N  1.10  0.35  0.65  0.11
S  -2.93  -0.26  -1.69  -0.20
S  1.21  2.02  1.02  -0.13
S  2.08  -2.08  -0.22  -0.27



No. 3
The following is a DFT calculation (ωB97M-V/def2-TZVPD) of one molecule with the formula C22H29N3O5S in a non-equilibrium geometry.

The value obtained for the orbital gap is 8.661 eV. The calculation puts the HOMO energy at -8.82 eV. As for the total energy: -48828.770 eV. As for the LUMO energy: -0.0060 hartree. The energy above the lowest of the compared OMol25 structures with the same formula, charge and spin comes out at 65.8 kJ/mol. The SMILES is CCn1cc(C(=O)NC[C@H]2CCCO2)c(=O)c2cc(S(=O)(=O)N3CCCCC3)ccc21. Its spin multiplicity is 1.

Last column: Mulliken charge in e.
Element x y z (Å)
C  -1.81  -5.36  -1.07  -1.88
C  -0.53  -4.63  -0.67  -0.36
N  -0.72  -3.29  -0.13  0.08
C  -1.95  -2.74  -0.01  0.11
C  -2.21  -1.50  0.49  -1.15
C  -3.65  -1.09  0.48  0.37
O  -4.51  -1.82  -0.02  -0.78
N  -3.91  0.08  1.08  0.02
C  -5.19  0.73  0.99  -1.20
C  -5.06  2.14  0.39  0.05
C  -4.31  3.12  1.31  -0.66
C  -3.36  3.84  0.35  -0.59
C  -3.12  2.76  -0.70  0.00
O  -4.37  2.11  -0.85  -0.49
C  -1.13  -0.65  0.93  1.47
O  -1.26  0.50  1.37  -0.90
C  0.20  -1.27  0.81  0.00
C  1.31  -0.54  1.24  -0.32
C  2.57  -1.06  1.13  -0.30
S  4.00  -0.08  1.60  1.28
O  3.66  0.74  2.72  -0.72
O  5.13  -0.96  1.69  -0.73
N  4.25  0.92  0.30  0.12
C  4.68  0.28  -0.92  -0.51
C  5.33  1.32  -1.83  -0.83
C  4.36  2.46  -2.10  -0.65
C  3.90  3.07  -0.78  -0.87
C  3.29  1.98  0.10  -0.49
C  2.76  -2.33  0.59  -1.08
C  1.68  -3.07  0.17  -0.61
C  0.38  -2.56  0.28  0.50
H  -2.47  -5.50  -0.22  0.43
H  -2.34  -4.83  -1.86  0.43
H  -1.53  -6.34  -1.45  0.42
H  -0.01  -5.23  0.09  0.43
H  0.12  -4.55  -1.55  0.43
H  -2.80  -3.31  -0.34  0.80
H  -3.10  0.62  1.39  0.29
H  -5.82  0.11  0.35  0.51
H  -5.65  0.81  1.99  0.29
H  -6.08  2.51  0.18  0.41
H  -4.98  3.80  1.82  0.40
H  -3.73  2.57  2.06  0.23
H  -2.43  4.16  0.83  0.34
H  -3.85  4.71  -0.10  0.31
H  -2.85  3.16  -1.68  0.37
H  -2.35  2.06  -0.37  -0.13
H  1.14  0.43  1.68  0.70
H  5.38  -0.50  -0.64  0.44
H  3.82  -0.18  -1.44  0.30
H  6.22  1.71  -1.34  0.33
H  5.63  0.84  -2.77  0.35
H  4.83  3.22  -2.72  0.33
H  3.49  2.08  -2.65  0.33
H  4.76  3.49  -0.26  0.34
H  3.17  3.85  -0.95  0.35
H  3.03  2.36  1.09  0.41
H  2.37  1.59  -0.38  0.31
H  3.77  -2.71  0.52  0.55
H  1.86  -4.06  -0.23  0.42



No. 4
The following is a DFT calculation (ωB97M-V/def2-TZVPD) of one molecule with the formula C20H30N4O4.

The value obtained for the orbital gap is 8.086 eV. The calculation puts the HOMO energy at -7.59 eV. As for the total energy: -35376.581 eV. As for the LUMO energy: 0.0182 hartree. The energy above the lowest of the compared OMol25 structures with the same formula, charge and spin comes out at 270.1 kJ/mol. The SMILES is COc1ccc(N)c(C(=O)NCCC2(O)CN(C(=O)C3(N(C)C)CCC3)C2)c1. Its spin multiplicity is 1.

Last column: Mulliken charge in e.
Element x y z (Å)
C  -0.04  -2.64  -6.87  -0.88
O  -0.21  -2.29  -5.51  -0.42
C  -1.49  -2.18  -5.05  0.43
C  -2.63  -2.38  -5.82  -0.66
C  -3.88  -2.26  -5.24  -0.93
C  -4.05  -1.95  -3.89  0.28
N  -5.32  -1.79  -3.36  -0.56
C  -2.89  -1.72  -3.13  0.69
C  -3.01  -1.37  -1.68  0.52
O  -3.92  -1.78  -0.97  -0.74
N  -2.04  -0.56  -1.18  -0.09
C  -2.04  -0.11  0.20  -0.82
C  -1.37  1.25  0.30  -1.09
C  -1.21  1.70  1.74  1.32
O  -2.49  1.74  2.32  -0.61
C  -0.11  0.93  2.53  -0.74
N  0.71  2.14  2.48  0.49
C  2.03  2.39  2.48  -0.15
O  2.47  3.48  2.16  -0.70
C  2.93  1.20  2.85  0.96
N  2.38  0.56  4.04  0.27
C  2.48  1.44  5.19  -1.07
C  2.94  -0.75  4.35  -1.03
C  3.16  0.37  1.56  -0.70
C  4.44  1.19  1.31  -0.68
C  4.42  1.62  2.80  -1.01
C  -0.33  2.97  1.89  -1.26
C  -1.64  -1.85  -3.71  -0.46
H  1.03  -2.68  -7.04  0.24
H  -0.48  -3.61  -7.09  0.36
H  -0.48  -1.89  -7.53  0.35
H  -2.56  -2.63  -6.87  0.38
H  -4.76  -2.42  -5.85  0.27
H  -5.36  -1.94  -2.36  0.25
H  -6.05  -2.25  -3.87  0.23
H  -1.38  -0.15  -1.83  0.32
H  -3.07  -0.07  0.54  0.38
H  -1.52  -0.84  0.83  0.27
H  -0.38  1.22  -0.15  0.47
H  -1.96  1.99  -0.24  0.30
H  -2.41  2.02  3.24  0.47
H  -0.40  0.65  3.54  0.07
H  0.32  0.06  2.03  0.28
H  1.96  0.99  6.04  0.41
H  3.52  1.64  5.48  0.34
H  2.00  2.40  4.97  0.29
H  2.46  -1.12  5.26  0.38
H  2.73  -1.46  3.56  0.29
H  4.02  -0.73  4.54  0.34
H  3.39  -0.67  1.78  0.39
H  2.37  0.40  0.80  0.15
H  5.31  0.64  0.96  0.40
H  4.26  2.04  0.66  0.26
H  4.64  2.65  3.02  0.26
H  5.03  0.95  3.41  0.33
H  -0.03  3.47  0.96  0.28
H  -0.74  3.72  2.57  0.31
H  -0.74  -1.73  -3.12  0.51